# 1
This record from the OMol25 dataset describes a molecular structure, C15H19BCl3N9OPdSi at a distorted geometry. The level of theory is wB97M-V/def2-TZVPD.

As for the LUMO energy (alpha / beta): 2.57 / 2.55 eV. The HOMO energy (alpha / beta) is -4.3 / -4.4 eV. The calculation puts the HOMO-LUMO gap (alpha / beta) at 0.254 / 0.254 hartree. As for the charge: -1. Its spin multiplicity is 2.

The geometry in XYZ format:
```
50
Properties=species:S:1:pos:R:3:mulliken_charge:R:1
Pd -0.06 1.88 -0.63 0.307
C -0.04 2.38 4.09 -1.077
C -0.07 2.90 2.79 -0.393
N -0.08 1.92 1.92 -0.287
N -0.06 0.76 2.58 0.587
C -0.03 1.01 3.90 -0.016
B -0.06 -0.51 1.69 0.246
N 1.21 -0.44 0.79 1.485
C 2.03 -1.45 0.43 -0.161
C 3.07 -0.93 -0.30 -0.985
C 2.81 0.44 -0.35 -0.405
N 1.70 0.71 0.31 -1.279
N -1.36 -0.46 0.82 1.434
C -2.16 -1.47 0.46 -0.184
C -3.21 -0.96 -0.27 -0.961
C -2.96 0.41 -0.32 -0.411
N -1.85 0.69 0.34 -1.269
N -0.05 -1.87 2.43 0.615
C -0.05 -2.22 3.73 -0.057
C -0.05 -3.60 3.83 -0.906
C -0.04 -4.02 2.50 -0.276
N -0.04 -2.99 1.68 -1.232
H -0.02 2.91 5.02 0.436
H -0.08 3.92 2.47 0.306
H 0.00 0.26 4.67 0.295
H 1.81 -2.46 0.69 0.481
H 3.90 -1.45 -0.74 0.396
H 3.38 1.23 -0.81 0.480
H -1.93 -2.49 0.71 0.477
H -4.03 -1.49 -0.72 0.395
H -3.54 1.20 -0.77 0.469
H -0.05 -1.52 4.54 0.261
H -0.04 -4.19 4.72 0.436
H -0.04 -5.02 2.11 0.444
Cl 0.25 4.91 -3.16 -0.414
Si 0.02 4.10 -1.16 0.331
Cl -1.68 5.25 -0.59 -0.384
Cl 1.52 5.27 -0.21 -0.380
C 0.15 1.17 -4.00 -0.582
N 0.14 -0.29 -4.00 0.230
C 0.28 -1.06 -5.21 -0.872
C 0.01 -0.91 -2.82 -0.528
O -0.12 -0.36 -1.75 0.056
H 0.24 1.54 -5.01 0.268
H 0.98 1.55 -3.39 0.166
H -0.77 1.55 -3.54 0.195
H 0.35 -0.40 -6.07 0.258
H -0.59 -1.71 -5.35 0.320
H 1.18 -1.68 -5.17 0.324
H 0.03 -2.01 -2.90 0.363
```



# 2
This record from the OMol25 dataset describes a molecular structure, C20H30N3O6SbY at a distorted geometry. The level of theory is wB97M-V/def2-TZVPD.

As for the LUMO energy: -2.25 eV. The HOMO energy is -11.6 eV. The calculation puts the HOMO-LUMO gap at 0.345 hartree. As for the charge: +1. Its spin multiplicity is 1.

The geometry in XYZ format:
```
61
Properties=species:S:1:pos:R:3:mulliken_charge:R:1
Y -0.12 -0.20 0.13 0.738
O 2.25 0.25 -0.08 -0.441
C 2.63 1.54 -0.57 -0.473
C 1.74 2.57 0.14 -0.905
N 0.32 2.22 -0.05 0.262
C -0.19 2.55 -1.39 -0.722
C -1.04 1.30 -1.69 0.583
O -2.26 1.33 -1.60 -0.500
O -0.35 0.23 -1.82 -0.607
C -0.54 2.74 1.03 -0.722
C -0.61 1.74 2.22 0.573
O -0.98 2.12 3.30 -0.637
O -0.30 0.52 1.92 -0.669
H 2.95 -0.38 -0.32 0.290
H 3.68 1.75 -0.34 0.477
H 2.49 1.58 -1.66 0.319
H 1.96 2.53 1.21 0.441
H 1.95 3.58 -0.24 0.353
H -0.78 3.47 -1.40 0.419
H 0.62 2.62 -2.11 0.376
H -0.22 3.73 1.39 0.418
H -1.56 2.83 0.65 0.402
C -4.66 0.24 -0.36 -1.292
Sb -2.93 -0.80 0.38 1.065
C -3.54 -0.80 2.44 -1.394
C -3.63 -2.77 -0.21 -1.151
H -5.54 -0.28 0.00 0.427
H -4.63 0.25 -1.45 0.374
H -4.65 1.27 -0.01 0.390
H -4.48 -1.34 2.55 0.458
H -3.68 0.23 2.75 0.406
H -2.78 -1.25 3.08 0.374
H -4.57 -2.97 0.30 0.411
H -2.92 -3.55 0.03 0.169
H -3.81 -2.76 -1.28 0.429
C -0.70 -6.49 -1.39 -1.241
N 0.08 -5.29 -1.29 -0.129
N -0.02 -4.43 -0.22 1.001
C 0.49 -3.20 -0.59 0.868
O 0.56 -2.21 0.19 -0.604
C 0.91 -3.34 -1.94 -1.337
C 0.62 -4.62 -2.33 0.687
C 0.86 -5.30 -3.63 -1.536
C -0.19 -4.90 1.11 -0.082
C -0.87 -4.12 2.04 0.101
C -1.02 -4.59 3.33 -0.876
C -0.51 -5.82 3.70 -0.565
C 0.18 -6.59 2.77 -0.667
C 0.36 -6.13 1.48 -0.072
H -1.13 -6.74 -0.42 0.533
H -0.07 -7.32 -1.73 0.358
H -1.51 -6.37 -2.11 0.384
H 1.36 -2.56 -2.52 0.511
H 1.37 -4.62 -4.31 0.378
H -0.07 -5.62 -4.09 0.355
H 1.49 -6.17 -3.47 0.340
H -1.27 -3.15 1.76 0.136
H -1.54 -3.99 4.06 0.446
H -0.64 -6.19 4.71 0.426
H 0.60 -7.54 3.06 0.406
H 0.93 -6.71 0.78 0.540
```



# 3
This record from the OMol25 dataset describes a molecular structure, C17H21B2BrF4IN13OPb at a distorted geometry. The level of theory is wB97M-V/def2-TZVPD.

As for the LUMO energy: -10.25 eV. The HOMO energy is -14.7 eV. The calculation puts the HOMO-LUMO gap at 0.164 hartree. As for the charge: +2. Its spin multiplicity is 1.

The geometry in XYZ format:
```
61
Properties=species:S:1:pos:R:3:mulliken_charge:R:1
Pb -0.06 -0.27 -0.25 2.042
C 2.94 -0.67 -3.64 -1.344
C 1.86 -1.13 -2.90 -0.273
N 1.61 -0.30 -1.90 0.149
N 2.49 0.72 -1.97 0.037
C 3.31 0.51 -3.01 -0.068
B 2.46 1.95 -1.04 -0.138
N 1.09 2.64 -1.16 0.365
C 0.82 3.94 -1.30 -0.023
C -0.56 4.11 -1.35 -1.134
C -1.08 2.82 -1.22 -0.391
N -0.07 1.95 -1.11 0.029
N 2.58 1.48 0.42 0.255
C 3.23 2.06 1.42 -0.082
C 2.99 1.34 2.60 -1.101
C 2.15 0.31 2.20 -0.262
N 1.91 0.41 0.89 0.015
H 3.39 -1.12 -4.51 0.466
H 1.25 -2.01 -3.06 0.505
H 4.10 1.20 -3.25 0.480
H 3.33 2.70 -1.31 -0.025
H 1.60 4.67 -1.36 0.499
H -1.11 5.02 -1.48 0.452
H -2.10 2.50 -1.19 0.427
H 3.83 2.94 1.27 0.488
H 3.36 1.56 3.59 0.460
H 1.70 -0.47 2.79 0.521
F 0.76 3.49 1.97 -0.293
B -0.39 2.80 2.33 -0.043
F -0.39 1.56 1.55 0.468
F -0.37 2.41 3.67 -0.347
F -1.55 3.48 2.01 -0.332
Br 0.93 -6.95 2.05 -0.034
C 0.70 -5.18 1.46 0.199
C 0.02 -4.26 2.25 -0.838
C -0.12 -2.96 1.79 -0.144
N 0.38 -2.59 0.61 0.023
C 1.03 -3.47 -0.16 -0.195
C 1.21 -4.78 0.23 -0.860
H -0.38 -4.54 3.21 0.491
H -0.64 -2.21 2.37 0.544
H 1.43 -3.10 -1.10 0.433
H 1.75 -5.47 -0.41 0.480
N -2.63 0.84 4.53 -0.521
N -2.66 0.58 3.22 1.231
N -3.51 1.18 2.42 -0.985
C -3.24 0.63 1.26 -0.150
N -2.29 -0.33 1.39 -0.085
N -1.93 -0.34 2.65 -0.511
H -3.19 1.65 4.77 0.342
H -1.71 0.80 4.94 0.305
H -3.72 0.91 0.34 0.479
N -3.65 -1.48 -1.84 -0.306
C -2.59 -1.23 -2.60 0.625
O -1.46 -0.99 -2.15 -0.572
C -2.80 -1.28 -4.09 -1.176
I -1.81 -3.07 -4.79 0.138
H -3.54 -1.52 -0.83 0.172
H -4.56 -1.66 -2.22 0.231
H -2.29 -0.45 -4.57 0.354
H -3.84 -1.34 -4.40 0.529
```



# 4
This record from the OMol25 dataset describes a single C8H8N2 molecule at a distorted geometry. The level of theory is wB97M-V/def2-TZVPD.

As for the LUMO energy (alpha / beta): 1.04 / -1.74 eV. The HOMO energy (alpha / beta) is -4.7 / -7.8 eV. The calculation puts the HOMO-LUMO gap (alpha / beta) at 0.213 / 0.224 hartree. As for the charge: 0. Its spin multiplicity is 3.

The geometry in XYZ format:
```
18
Properties=species:S:1:pos:R:3:mulliken_charge:R:1
C 2.24 0.46 -0.20 -0.688
C -1.97 1.01 -0.05 -0.679
C 1.57 1.63 -0.01 -0.373
C -0.98 1.94 0.01 -0.247
C 1.22 -0.59 0.17 0.873
C -1.52 -0.30 0.12 0.892
C 1.35 -1.91 -0.01 -0.902
C -1.94 -1.59 0.05 -1.207
N 0.24 1.44 0.36 0.209
N 0.15 0.10 0.69 -0.315
H 3.26 0.28 -0.19 0.398
H -2.96 1.37 -0.30 0.366
H 1.86 2.56 -0.47 0.353
H -1.05 2.97 -0.18 0.471
H 0.41 -2.55 0.07 0.056
H 2.33 -2.44 -0.11 0.273
H -1.28 -2.47 -0.01 0.177
H -2.93 -1.93 0.05 0.343
```



The records above yield ΔE to the lowest compared entry with this formula, charge and spin values of 1.718 1.490 1.054 2.740 eV, respectively.